# 1
{"formula": "C41H32N12O2S2Ti", "method": "wB97M-V/def2-TZVPD", "species": ["N", "H", "N", "N", "S", "O", "H", "H", "H", "O", "C", "C", "C", "C", "N", "C", "H", "C", "C", "C", "C", "C", "H", "N", "C", "H", "H", "N", "H", "C", "C", "H", "C", "N", "C", "C", "C", "H", "C", "H", "H", "C", "Ti", "C", "C", "C", "N", "H", "C", "H", "H", "N", "H", "C", "N", "H", "C", "H", "H", "C", "C", "H", "H", "H", "H", "C", "H", "C", "H", "C", "C", "H", "C", "S", "C", "C", "C", "C", "H", "C", "N", "N", "H", "C", "H", "H", "C", "C", "H", "C"], "positions_angstrom": [[4.047, 0.882, 0.278], [2.163, 1.617, 2.387], [-1.211, -4.780, 5.127], [-2.611, -2.601, 1.446], [-3.229, -1.085, -2.677], [-2.464, 3.270, -1.409], [-2.041, 1.910, 1.601], [-3.074, 3.659, 0.474], [0.919, -3.670, 6.628], [10.411, -0.047, 0.106], [1.517, 1.230, 0.380], [2.776, 0.941, -0.254], [-1.614, -2.934, 0.550], [-5.982, 3.198, -0.735], [-6.066, -2.953, -4.268], [0.523, 0.908, -1.875], [-6.173, 4.262, -0.749], [-3.515, 3.685, -0.523], [0.404, -1.065, 4.472], [-4.013, -0.606, 2.001], [0.015, 1.837, 2.152], [-4.198, -0.041, -3.661], [-3.986, -3.001, 2.933], [4.259, 0.483, -1.900], [4.892, 0.594, -0.758], [-0.190, 2.113, 3.177], [-1.019, -0.934, 2.882], [-2.353, -0.855, 0.137], [-7.451, 0.165, -1.007], [11.302, -0.169, -0.991], [-6.174, 0.475, -4.980], [-4.061, 0.429, 1.676], [-1.022, 1.745, 1.268], [-4.382, 1.437, -0.628], [-1.112, -2.813, 4.027], [0.666, 0.512, -4.572], [-0.561, -3.560, 5.053], [1.783, -1.402, 6.103], [0.498, -3.074, 5.829], [-5.081, -0.489, -0.750], [-1.469, 0.704, -4.472], [-6.699, 0.929, -0.878], [-2.429, 0.936, -1.439], [-0.631, -1.530, 3.699], [-0.532, 0.706, -3.934], [6.893, 0.386, 0.736], [-2.059, -3.650, 3.505], [6.771, 0.357, -2.630], [-3.093, -3.449, 2.505], [8.680, 0.185, 1.918], [-8.024, 2.602, -1.032], [-2.102, -4.801, 4.209], [-3.344, -4.438, 2.128], [6.343, 0.436, -0.546], [-0.871, 1.428, -0.039], [9.195, 0.071, -2.331], [0.968, -1.822, 5.530], [-3.723, -0.620, 3.054], [-5.013, -1.035, 1.916], [2.932, 0.700, -1.585], [0.399, 1.188, -0.494], [-2.737, 3.452, -2.319], [0.811, -0.088, 4.253], [11.270, 0.721, -1.623], [12.295, -0.275, -0.566], [1.325, 1.562, 1.701], [2.818, 0.338, -4.301], [-1.468, -1.857, -0.249], [11.065, -1.052, -1.589], [8.562, 0.160, -1.462], [9.091, 0.114, -0.177], [-1.122, -3.890, 0.574], [1.790, 0.697, -2.475], [-3.774, 1.638, -3.618], [-7.003, 2.272, -0.889], [-5.320, -0.477, -4.324], [8.250, 0.230, 0.927], [7.192, 0.321, -1.633], [-3.818, 4.709, -0.737], [-4.685, 2.743, -0.614], [-6.855, 1.261, -5.477], [-0.649, 0.898, -2.598], [0.663, 0.360, -5.641], [-3.015, -1.331, 1.166], [6.265, 0.448, 1.617], [4.314, 1.021, 1.234], [1.856, 0.498, -3.832], [-5.370, 0.554, -0.733], [-0.799, -1.732, -1.084], [-5.733, -1.851, -4.296]], "atomic_forces_ev_per_a": [[-0.2, -0.1, -0.2], [0.0, 0.0, 0.0], [-0.1, 0.3, -0.3], [0.0, -0.1, 0.0], [-0.1, -0.1, -0.1], [-0.2, -0.1, 0.2], [0.0, 0.0, 0.0], [0.0, 0.0, 0.0], [0.0, 0.0, 0.0], [0.0, 0.0, -0.1], [0.2, 0.0, -0.3], [0.0, 0.2, 0.6], [-0.1, 0.0, 0.1], [0.2, 0.0, 0.0], [0.0, -0.1, 0.0], [-0.2, 0.2, 0.0], [-0.1, 0.0, 0.0], [0.2, 0.0, -0.1], [0.1, -0.1, 0.1], [0.0, 0.1, 0.0], [0.2, 0.0, 0.0], [0.0, 0.2, 0.2], [0.0, 0.1, 0.1], [-0.3, 0.0, 0.1], [0.5, 0.0, 0.2], [0.1, 0.0, 0.0], [0.0, 0.0, 0.0], [0.1, -0.2, -0.3], [0.0, 0.0, 0.0], [-0.1, 0.0, 0.1], [0.3, -0.3, 0.2], [0.0, 0.0, 0.0], [-0.1, -0.1, -0.3], [-0.2, 0.3, 0.3], [-0.1, 0.3, -0.5], [0.2, 0.0, 0.0], [0.2, -0.4, 0.5], [0.0, 0.0, 0.0], [0.0, 0.0, 0.0], [0.0, 0.0, -0.1], [0.0, 0.0, 0.0], [0.3, -0.2, 0.1], [0.5, -0.4, -0.5], [-0.1, -0.2, 0.0], [-0.4, 0.0, 0.4], [0.1, 0.0, 0.1], [-0.3, 0.0, 0.1], [0.0, 0.0, 0.0], [0.3, 0.1, -0.1], [0.0, 0.0, 0.0], [0.0, 0.0, 0.0], [0.3, -0.2, 0.1], [0.0, 0.0, 0.0], [-0.3, 0.0, 0.0], [0.0, 0.0, 0.1], [0.0, 0.0, 0.0], [-0.1, 0.1, -0.2], [0.0, 0.0, 0.0], [0.0, 0.0, 0.0], [-0.1, -0.1, -0.6], [-0.1, 0.0, 0.0], [0.0, 0.0, -0.1], [0.0, 0.0, 0.0], [0.0, 0.0, 0.0], [0.0, 0.0, 0.0], [-0.1, 0.1, 0.3], [0.0, 0.0, 0.0], [0.0, 0.3, 0.0], [0.0, 0.0, 0.0], [-0.1, 0.0, 0.0], [0.2, 0.0, 0.0], [0.0, 0.0, 0.0], [0.2, -0.1, 0.2], [0.2, -0.1, 0.1], [-0.2, 0.2, 0.0], [-0.4, 0.0, -0.2], [-0.1, 0.0, -0.1], [0.1, 0.0, -0.2], [0.0, 0.0, 0.0], [-0.3, 0.3, 0.0], [-0.1, 0.0, 0.0], [0.8, -0.1, 0.0], [0.1, 0.0, 0.0], [0.0, 0.0, 0.1], [0.0, 0.0, 0.0], [0.0, 0.0, 0.0], [0.0, 0.0, -0.3], [-0.5, -0.2, 0.0], [0.0, 0.0, 0.0], [0.2, 0.4, 0.0]], "lowdin_charge": [0.18, 0.10, 0.08, -0.02, 0.65, -0.14, 0.10, 0.12, 0.12, -0.08, -0.08, -0.13, -0.02, 0.00, 0.14, -0.15, 0.12, -0.14, -0.07, 0.00, -0.08, -1.08, 0.13, 0.19, -0.27, 0.10, 0.09, 0.01, 0.12, -0.08, -0.27, 0.06, -0.15, -0.03, -0.16, -0.04, -0.24, 0.10, -0.01, 0.09, 0.06, -0.01, 0.70, 0.00, -0.14, -0.03, -0.06, 0.12, -0.06, 0.12, 0.12, 0.05, 0.14, -0.16, -0.02, 0.10, -0.08, 0.09, 0.09, -0.16, -0.16, 0.05, 0.09, 0.09, 0.09, -0.02, 0.12, -0.15, 0.10, -0.01, -0.28, 0.13, -0.09, 0.65, -0.03, -0.39, 0.00, -0.01, 0.13, -0.28, 0.14, -0.03, 0.11, -0.35, 0.10, 0.14, 0.00, -0.15, 0.11, -0.26], "s2": 2.023, "e_lumo_ha": [-0.0116, -0.0186], "de_lowest_kcal_mol": 6.32, "max_force_ev_per_a": 0.8, "homo_ev": [-5.6, -7.5], "gap_ha": [0.193, 0.256], "total_energy_ha": -4035.1222, "spin_multiplicity": 3}


# 2
{"formula": "C41H32NO25P", "method": "wB97M-V/def2-TZVPD", "species": ["H", "H", "H", "H", "C", "C", "N", "H", "C", "H", "C", "C", "H", "C", "O", "H", "C", "O", "C", "O", "H", "H", "C", "O", "H", "C", "C", "C", "H", "C", "C", "H", "C", "C", "C", "H", "C", "H", "O", "C", "P", "O", "O", "H", "O", "O", "C", "O", "H", "H", "O", "H", "O", "C", "C", "O", "H", "O", "C", "H", "H", "H", "C", "C", "H", "C", "H", "C", "H", "C", "O", "O", "C", "O", "O", "O", "H", "C", "C", "C", "C", "C", "H", "C", "O", "C", "H", "O", "H", "H", "C", "O", "C", "H", "C", "C", "C", "O", "O", "O"], "positions_angstrom": [[-4.153, -1.104, -1.288], [-5.529, 11.756, -0.171], [-6.732, 7.845, 1.346], [6.659, -1.444, -0.563], [9.135, -0.950, 3.024], [-1.518, 3.840, 1.973], [2.560, -0.695, 2.968], [2.040, -5.089, 2.806], [-0.311, 1.814, 2.438], [-1.863, -3.947, -9.094], [5.829, 0.594, 4.140], [-1.528, -0.312, -3.461], [1.874, -1.141, 3.577], [-5.201, -2.409, -7.523], [-6.770, 10.371, 0.571], [9.705, -1.844, 3.119], [4.253, -3.727, 0.599], [-0.960, -0.867, -4.388], [8.280, -0.105, 3.038], [5.522, -2.143, 1.726], [0.741, 0.289, 2.823], [3.131, -5.105, -0.571], [3.875, -4.321, -0.538], [-0.821, -8.592, 3.336], [-2.414, 9.976, -0.247], [5.285, -2.631, 0.634], [-0.426, -7.405, 3.766], [0.728, -6.817, 2.992], [-2.320, 2.831, -0.712], [-4.651, 7.564, 1.008], [3.518, -0.173, 3.909], [4.056, 1.858, 4.004], [5.911, -2.223, -0.603], [-3.345, 8.179, 0.551], [-0.990, -6.765, 4.800], [-6.142, -4.078, -9.974], [5.542, -2.819, -1.747], [-1.738, -1.785, -6.232], [-2.498, 4.457, 1.582], [-2.650, -1.073, -2.795], [7.232, 1.287, 3.167], [-2.863, -2.255, -3.334], [-0.489, 5.956, 2.357], [5.870, 0.945, 5.164], [-0.150, 0.508, 2.462], [1.040, -3.669, 4.819], [-4.032, -3.810, -9.224], [-1.533, -2.399, -6.965], [4.517, 1.110, 2.463], [5.924, -0.485, 4.143], [3.754, -4.025, 1.794], [0.471, -3.451, 5.583], [4.213, -4.367, -2.874], [-5.791, 9.649, 0.584], [-5.793, 8.270, 1.021], [6.054, -2.517, -2.926], [2.982, -1.480, 2.481], [1.181, -7.482, 2.079], [1.223, -5.509, 3.374], [-0.408, 1.553, -3.467], [-1.815, -7.178, 5.362], [-1.377, 6.115, 1.975], [-2.675, -2.729, -7.551], [-0.483, -5.463, 5.193], [-6.078, -1.969, -7.070], [-1.204, 1.010, -2.978], [-3.685, 5.965, 1.295], [0.868, 2.618, 2.933], [1.648, 4.629, 3.224], [-2.741, -3.518, -8.632], [-4.591, 11.506, -0.293], [-3.756, -1.471, -5.913], [-0.329, 4.649, 2.438], [-3.565, 1.294, -0.333], [-4.197, -4.520, -10.198], [1.835, 1.991, 3.323], [-2.285, 1.838, 1.638], [-1.434, 2.403, 1.994], [-3.349, 9.553, 0.092], [-1.900, 1.517, -1.948], [-3.913, -2.142, -6.915], [-3.012, 0.749, -1.271], [-2.200, -2.333, -4.046], [4.449, 0.965, 3.536], [3.607, -0.679, 5.000], [-3.348, -0.567, -1.768], [6.667, 1.326, 1.879], [-4.599, 6.301, 1.388], [-0.239, -8.816, 2.584], [4.227, -3.454, 2.434], [-5.263, -3.192, -8.609], [-2.338, 7.492, 0.584], [0.656, -4.868, 4.404], [5.606, -3.092, -3.577], [-4.493, 10.249, 0.104], [0.791, 4.062, 2.889], [4.489, -3.902, -1.786], [-6.391, -3.496, -9.230], [-0.917, -4.807, 6.121], [-1.674, 2.715, -1.439]], "atomic_forces_ev_per_a": [[0.0, 0.0, 0.0], [0.0, 0.0, 0.0], [0.0, 0.0, 0.0], [0.0, 0.0, 0.0], [-0.2, -0.6, 0.3], [0.1, -0.3, 0.0], [-0.3, 0.1, 0.4], [0.0, 0.0, 0.0], [-0.1, 0.0, 0.0], [0.0, 0.0, 0.0], [-0.4, 0.0, -0.6], [0.1, 0.4, 0.1], [0.1, -0.3, 0.0], [0.0, 0.1, 0.1], [0.0, 0.1, -0.1], [0.2, 0.2, -0.2], [-0.1, -0.1, -0.1], [0.0, -0.1, -0.1], [0.2, 0.0, -0.4], [-0.1, 0.1, 0.2], [0.1, 0.3, -0.4], [0.0, 0.0, 0.0], [-0.1, -0.1, -0.1], [0.0, 0.0, 0.0], [0.0, 0.0, 0.0], [0.2, 0.2, -0.3], [-0.1, 0.0, 0.1], [0.1, 0.3, 0.1], [0.0, 0.0, 0.0], [-0.1, 0.0, 0.0], [0.3, -0.3, 0.1], [-0.1, 0.2, -0.1], [0.1, 0.1, 0.1], [0.1, 0.2, -0.1], [-0.1, 0.1, 0.1], [0.0, 0.0, 0.0], [0.1, 0.1, 0.1], [0.1, 0.0, 0.0], [0.0, 0.1, -0.1], [-0.1, 0.0, 0.0], [0.2, 1.1, 0.5], [0.0, -0.2, 0.3], [-0.1, -0.1, 0.0], [0.2, 0.0, 0.1], [0.0, -0.2, 0.2], [0.0, 0.1, 0.0], [0.3, 0.0, 0.1], [-0.1, 0.0, 0.0], [-0.3, 0.0, -0.1], [0.1, -0.1, 0.1], [0.0, 0.0, 0.1], [0.0, 0.0, 0.1], [0.1, 0.0, -0.1], [-0.1, -0.3, 0.1], [-0.1, 0.1, 0.0], [0.0, 0.0, -0.1], [0.2, 0.2, -0.4], [-0.1, -0.1, -0.1], [0.1, 0.0, -0.1], [0.0, 0.0, 0.0], [0.0, 0.0, 0.0], [0.1, 0.2, -0.2], [0.2, 0.0, -0.1], [-0.2, -0.3, 0.0], [0.0, 0.0, 0.0], [0.1, -0.1, -0.2], [0.0, -0.1, 0.0], [0.1, 0.2, -0.1], [0.0, 0.0, 0.0], [0.0, -0.1, -0.1], [0.0, 0.1, 0.0], [0.1, 0.1, 0.0], [0.0, 0.1, 0.0], [0.0, 0.1, 0.0], [-0.1, 0.0, -0.1], [-0.3, 0.3, 0.2], [0.0, 0.0, 0.0], [-0.2, 0.0, -0.1], [0.1, -0.1, 0.0], [0.1, 0.1, -0.1], [-0.2, -0.1, -0.1], [-0.1, -0.3, -0.1], [0.0, -0.1, -0.1], [0.5, -0.9, 0.2], [-0.4, 0.2, 0.2], [-0.1, 0.1, 0.1], [-0.1, -0.4, -0.1], [0.1, 0.1, 0.0], [0.0, 0.0, 0.0], [0.1, 0.0, 0.0], [-0.1, 0.1, 0.1], [-0.1, -0.2, 0.2], [0.1, 0.0, -0.1], [0.0, 0.0, 0.0], [0.2, 0.0, 0.0], [0.1, -0.1, 0.1], [-0.2, -0.1, 0.2], [0.0, 0.0, 0.0], [0.0, 0.1, 0.0], [-0.1, 0.0, 0.1]], "lowdin_charge": [0.14, 0.12, 0.14, 0.14, 0.03, -0.29, 0.12, 0.11, -0.22, 0.14, -0.41, -0.30, 0.09, 0.08, 0.10, 0.02, -0.23, 0.09, -0.45, 0.09, 0.08, 0.14, 0.08, 0.12, 0.14, -0.31, -0.24, -0.31, 0.10, -0.23, -0.49, 0.10, 0.08, -0.29, 0.07, 0.12, -0.23, 0.08, 0.09, -0.24, 0.86, 0.12, 0.13, 0.07, 0.12, 0.11, -0.31, 0.12, 0.09, 0.06, 0.09, 0.12, 0.12, -0.32, 0.07, 0.13, 0.07, 0.11, 0.08, 0.14, 0.14, 0.09, -0.23, -0.31, 0.14, 0.08, 0.07, -0.28, 0.14, 0.07, 0.12, 0.10, -0.22, 0.10, 0.11, 0.09, 0.12, 0.07, 0.07, -0.23, -0.30, -0.31, 0.10, -0.18, 0.09, 0.08, -0.07, 0.12, 0.12, 0.11, -0.24, 0.10, -0.23, 0.12, -0.24, 0.08, -0.31, 0.12, 0.11, 0.12], "e_lumo_ha": -0.0669, "smiles": "O=C1C=C(O)C(=O)C=C1O.O=C1C=C(O)C(=O)C=C1O.O=C1C=C(O)C(=O)C=C1O.O=C1C=C(O)C(=O)C=C1O.O=C1C=C(O)C(=O)C=C1O.O=C1C=C(O)C(=O)C=C1O.C#CPCCC(N)=O", "max_force_ev_per_a": 1.2, "homo_ev": -8.7, "gap_ha": 0.253, "total_energy_ha": -3858.5907}